11 unconnected molecules or ions with the total composition C48H65BF10N2O33S at a distorted geometry. Source: the OMol25 dataset; level of theory: ωB97M-V/def2-TZVPD.

Computed properties:
LUMO energy ... -0.0025 Ha
HOMO energy ... -0.3611 hartree
Electronic energy ... -160063.739 eV

CARTESIAN COORDINATES (ANGSTROEM)
C 9.146 2.514 -5.571
H 0.273 -0.607 1.694
H 13.084 -4.224 -1.130
C -3.805 4.178 5.916
F -11.810 2.905 0.274
C -0.513 -1.625 -3.330
C 2.310 -0.292 2.315
H -3.362 2.865 0.230
O 10.200 -4.823 1.902
C -3.539 1.072 1.385
O 8.441 0.712 -6.779
H 5.363 1.820 -3.130
H 1.709 0.372 -0.244
H -4.187 0.169 3.589
H -2.104 -0.544 1.608
H -5.467 -1.360 -1.832
H -9.981 1.448 -5.815
C -11.078 0.028 -4.548
C 1.034 0.907 0.412
H -4.119 1.710 2.045
C -5.153 5.377 4.826
H 13.891 -4.329 1.182
O 7.219 -7.044 -0.169
O -12.621 2.118 -1.689
H -0.805 -0.057 -0.295
F 13.776 -2.341 1.027
H -0.311 4.150 4.428
H -1.642 -1.304 4.364
C 9.600 -3.770 -3.764
B -1.352 2.052 0.193
H -1.332 1.118 4.696
H 2.111 -1.221 2.852
C 0.661 4.233 3.948
S -2.495 3.085 6.293
C -7.180 1.235 -2.184
H -3.266 1.450 -0.759
H -6.929 3.396 7.532
H -9.899 2.995 6.828
H 0.226 3.662 0.266
C 4.638 0.269 -1.807
H -3.126 -1.280 5.292
C 10.724 -2.812 -4.053
O 11.826 -5.626 -5.547
O 5.881 -8.557 -1.168
H 10.144 2.733 -5.952
C -12.594 2.576 -2.968
H -3.937 1.127 6.294
H -11.081 -0.226 -3.486
O -9.106 -2.230 -6.145
O 6.738 0.330 -2.703
O -8.661 1.355 6.807
H -0.155 1.176 -1.333
O 9.189 1.332 -4.765
H 0.157 -2.419 -2.993
H -1.801 0.821 2.694
C -11.495 2.686 -1.026
C -2.573 0.233 2.203
H 10.532 -2.133 -4.872
F 8.511 2.698 -7.853
O -7.055 -0.010 -1.675
H 7.146 2.274 -6.458
O -10.916 -1.167 -5.323
O 0.513 4.168 2.531
F -8.407 3.188 5.510
H -4.456 0.793 -2.397
N -4.620 4.653 6.770
H 6.057 1.891 -1.497
C -11.294 3.976 -1.782
H 2.688 0.407 3.056
H -12.002 0.541 -4.793
H 2.098 3.341 5.325
H -8.325 4.192 8.277
C 6.162 -0.869 -2.986
C -2.516 -0.697 4.603
C -0.776 3.462 0.633
C -0.787 3.715 2.146
O 6.437 -8.777 1.012
C -7.966 3.262 7.844
C -0.345 0.928 -0.279
O 8.884 -0.854 -5.214
H -5.650 5.855 4.007
O 9.908 -4.855 -4.652
O -11.754 3.625 -3.092
H 8.621 -3.349 -3.975
H -10.256 4.297 -1.806
O -8.903 -0.190 -5.188
F -4.778 0.150 -4.262
F 7.130 -8.189 3.081
H 2.126 -1.992 0.435
H -4.263 0.367 0.975
H -1.589 0.319 6.247
C -9.862 0.822 -4.929
O -7.987 2.029 -1.828
H -1.411 4.225 0.177
C 3.150 -1.818 0.774
C 11.233 -4.809 -4.927
H 6.927 -6.128 1.665
O -6.248 1.462 -3.151
O -3.550 -2.581 -2.225
O -2.400 -2.613 -4.158
H -1.540 -1.004 -5.133
O 6.726 -1.795 -3.457
O 11.351 -4.554 -0.014
O -1.584 -1.490 -2.406
H 3.400 -2.569 1.521
H -3.712 1.830 4.702
H 12.100 -2.789 -0.790
O -8.424 -0.021 8.585
H 4.733 -0.031 -0.763
H -3.786 -1.406 2.985
C 7.492 -8.216 1.774
C -8.379 1.063 8.115
C 7.616 -6.830 1.192
H -10.652 1.995 -1.082
C -2.607 -2.263 -2.871
C -9.597 -1.297 -5.608
H 3.797 -1.887 -0.095
O 11.796 -3.681 -4.397
O 3.282 -0.512 1.311
C -2.061 0.580 5.301
C 8.202 2.104 -6.677
H -11.913 4.781 -1.383
H -1.513 4.489 2.403
C 1.580 3.099 4.400
H 1.453 1.904 0.534
H 9.624 -4.128 -2.732
C 13.169 -3.548 0.939
O 4.839 -0.856 -2.646
C -3.198 1.536 5.612
H 8.385 -8.834 1.664
H 1.016 2.178 4.526
O -4.056 4.583 4.653
N -5.502 5.436 6.022
C 6.453 -8.162 -0.209
C -1.237 -1.919 -4.622
O -13.217 2.106 -3.865
H 0.585 0.974 2.492
H 2.330 2.978 3.623
H 8.788 3.364 -4.995
C -3.346 -0.479 3.340
C -2.933 1.862 0.194
C 8.845 0.282 -5.550
C 11.121 -4.369 1.306
O -8.045 2.191 8.791
F 3.394 0.762 -2.023
H 8.624 -6.430 1.250
H -6.558 -1.290 -3.229
O 12.093 -3.596 1.863
C -5.272 0.441 -3.031
C -8.839 2.757 6.723
C 5.703 1.226 -2.280
H -1.007 2.825 2.746
F 0.174 -0.460 -3.391
C 12.466 -3.732 -0.384
C 0.952 0.236 1.785
C -6.065 -0.702 -2.453
H -0.661 -2.537 -5.305
F -9.444 1.589 -3.889
H 1.105 5.187 4.219
F 11.083 -2.100 -2.947

A molecular structure, C48H65I2N6O5P2SSiZr at a distorted geometry. Source: the OMol25 dataset; level of theory: ωB97M-V/def2-TZVPD.

Computed properties:
Net charge ... +1
LUMO energy ... -0.1149 Ha
HOMO energy ... -0.3505 hartree
Electronic energy ... -124783.018 eV

CARTESIAN COORDINATES (ANGSTROEM)
H -3.903 -5.258 0.107
N 3.238 -1.880 2.611
C -3.452 -4.402 0.614
H -3.537 -4.566 1.688
H 5.401 4.696 -1.609
H -4.250 1.578 -1.563
H -1.116 -1.154 4.611
H 0.799 -3.325 -0.311
C 4.077 -0.675 5.991
N 2.124 0.130 2.315
H -0.721 4.972 -1.886
H 1.288 -4.713 -3.717
C -3.497 0.876 -1.196
H 0.301 3.394 5.170
H -2.008 3.428 4.354
C 5.373 1.447 4.793
N 1.386 0.662 1.517
H -2.345 -1.666 -5.107
H -1.252 1.797 -4.735
H -5.522 -1.761 -0.228
C 4.039 -0.549 4.605
H 1.318 -0.770 -5.371
H -0.636 5.932 0.643
H -4.900 -1.958 -2.603
C 3.280 -2.446 -3.009
H -3.712 -0.871 -3.327
H -1.631 -6.308 0.766
C 2.732 2.650 -2.215
H -5.968 -0.055 -0.420
C -2.476 -0.917 2.942
O -2.947 -1.471 -0.934
I 4.107 7.337 -2.620
H 1.159 0.984 -5.316
C 0.840 1.948 1.934
C -0.751 4.016 -1.348
C 4.693 0.528 4.005
C -1.192 3.116 3.710
C -1.448 0.725 -4.675
H -4.053 -2.378 2.687
C 2.813 -0.961 1.807
H -5.338 -0.264 -2.915
H 2.735 2.559 0.973
H -1.373 0.310 -5.679
C -1.994 -4.271 0.167
C -1.517 2.614 2.371
H -4.264 0.286 2.911
H 0.133 4.079 -3.879
H -1.759 3.905 -0.943
H 1.620 5.657 -3.352
H -2.463 0.587 -4.300
H 5.905 2.262 4.312
H -0.954 1.553 0.678
C 3.549 5.332 -2.484
H -4.767 -0.530 0.805
H 5.924 2.054 6.781
C -0.523 -1.852 -3.959
C 2.300 4.929 -2.920
H 2.035 2.327 3.765
C 0.484 -4.041 -3.997
C 5.396 1.328 6.175
C 0.033 5.106 0.863
C -3.077 -2.297 3.176
H 2.620 4.376 2.614
H 3.586 -1.522 6.462
H -0.932 -4.251 -1.721
H 1.272 -4.451 -1.606
C -1.552 -2.322 -4.769
C 1.189 2.762 3.232
H -2.884 1.085 3.694
C -4.529 -0.929 -2.605
C -3.396 0.133 3.556
H 0.593 5.847 2.743
H -0.151 -5.392 0.413
C 4.412 4.408 -1.936
H -2.553 2.653 2.051
I 5.339 1.778 -0.876
C -4.025 -0.561 -1.222
C 0.518 3.240 -3.291
H -2.238 -5.446 -1.623
C -0.528 -4.499 -4.828
H -2.375 -4.009 -5.806
H -0.416 -1.554 3.025
H 3.419 -2.497 4.432
C -1.939 -4.431 -1.349
H 3.384 -3.514 -3.205
Zr 1.100 0.383 -0.821
C 1.260 0.086 -4.703
N -0.436 2.884 -2.212
C 0.700 5.053 2.012
N 1.072 3.153 -0.126
C -1.149 -5.331 0.854
H 4.763 0.142 7.845
H -1.287 2.560 -2.649
O 2.284 1.383 -2.036
H -1.046 -5.089 1.914
C -5.141 -0.737 -0.199
H -2.598 0.941 -1.820
H -2.415 -3.065 2.779
H 2.506 -3.682 -0.590
H -3.209 -2.465 4.246
C -1.081 -0.862 3.557
S 3.031 -1.100 0.083
N 3.434 -1.643 3.910
H 0.604 2.379 -3.944
H -4.016 -3.505 0.345
H -0.665 0.146 3.489
C 0.059 3.099 4.154
C -0.624 2.028 1.587
C 4.743 0.259 6.768
P -0.217 -0.089 -3.573
H 4.065 -2.131 -2.322
H 3.381 -1.894 -3.942
C -1.564 -3.646 -5.184
O -2.378 -0.623 1.521
H -0.514 -5.522 -5.183
O -0.473 -0.643 -0.304
C 1.899 3.612 -2.809
C 1.545 -3.543 -1.072
P 1.648 -2.132 -2.244
H -3.751 -0.206 4.533
C 4.000 3.085 -1.798
C 0.473 -2.730 -3.526
O -1.413 -2.987 0.556
H -2.610 -3.717 -1.833
C 1.669 3.947 2.305
H 4.729 0.633 2.933
C 0.191 4.061 -0.170
H 2.179 0.170 -4.132
C 1.734 2.962 1.127
Si -1.805 -1.444 0.232
H -3.221 1.151 -0.170

A molecular structure, C48H66N5O3W at a distorted geometry. Source: the OMol25 dataset; level of theory: ωB97M-V/def2-TZVPD.

Computed properties:
Net charge ... +3
LUMO energy ... -0.3688 Ha
HOMO energy ... -0.5868 hartree
Electronic energy ... -66244.401 eV

CARTESIAN COORDINATES (ANGSTROEM)
H -7.856 -0.093 -1.094
H 0.477 -6.695 -0.314
H 2.210 -6.876 0.012
H 3.214 3.475 1.676
C 2.657 -2.936 0.492
H -0.210 1.888 -3.408
C 0.278 -3.750 1.835
H 1.987 3.312 7.514
H -7.080 -1.435 -3.146
C -3.815 -0.325 -1.005
H -1.722 4.626 -1.253
C -3.904 1.630 -2.363
C 1.324 -1.097 -3.759
H -5.657 -1.990 -2.268
H 4.576 -1.977 2.124
H 2.612 1.165 6.453
H -0.479 -6.060 3.317
H -0.451 -7.581 2.441
H 0.987 -2.036 -4.179
H -0.285 4.297 0.715
H 3.567 3.411 -3.404
H 2.308 -0.399 -5.533
C 2.462 1.002 -3.908
C -1.693 -0.953 0.154
C 4.119 -1.841 -1.307
H -6.142 1.292 -4.055
H 4.021 -0.599 1.162
H 1.069 -8.055 0.643
H 1.131 5.172 6.124
C 1.211 -6.993 0.439
H 3.021 1.731 -4.478
H -1.548 1.852 -4.560
C -1.903 3.143 -2.839
H 4.746 -4.435 -0.736
C 2.165 3.683 1.455
C 1.242 4.064 4.295
C 1.604 -2.069 0.792
C 5.033 -3.702 0.023
C 1.036 -6.194 1.741
H 6.031 -3.342 -0.231
H 3.616 -2.450 -2.060
H -3.387 3.533 -4.416
H -6.649 2.220 -2.625
H -0.349 3.505 -1.320
C -0.799 3.687 1.446
O -0.621 1.341 -0.769
C -0.982 2.498 -3.886
N -0.035 2.458 1.731
H 5.636 -1.264 0.907
C -0.365 -1.352 2.150
C -2.503 -0.027 -0.702
H 0.524 -1.508 -1.801
H 2.008 -7.675 2.986
C 1.566 2.846 3.701
C -6.643 1.228 -3.085
C 4.600 -1.525 1.130
N 1.428 0.342 -1.885
H -6.459 -0.724 -0.230
C -6.005 0.174 -2.179
O 1.615 -0.706 0.428
C 2.986 3.688 -2.530
H -0.099 1.111 3.368
H 3.682 -0.846 -1.293
C 1.046 -0.801 -2.433
H -0.494 3.269 -4.489
H -2.360 -1.640 0.673
H 2.356 0.871 4.022
C 2.057 1.804 4.485
C -0.343 -6.502 2.326
C -4.553 0.511 -1.847
C -6.047 -1.185 -2.895
C 0.489 -2.419 1.533
H 1.939 4.682 1.816
H -0.531 4.770 -2.539
H 2.289 4.473 -0.459
C 2.116 -6.614 2.754
H -1.013 -1.573 -0.431
C -1.077 4.051 -1.923
H -2.354 1.189 1.316
H 5.110 -4.207 0.987
C 1.389 2.640 2.227
H -0.594 -4.032 2.413
H 2.205 4.387 -2.851
H -6.741 1.025 -0.305
H 5.160 -1.732 -1.614
H -4.458 2.262 -3.036
W 0.815 0.882 0.255
C 2.382 -4.261 0.827
H -5.472 -1.161 -3.824
H 0.190 -0.852 2.942
C -1.691 0.675 2.006
O 1.850 1.363 1.782
H -1.774 3.412 1.046
H -4.269 -1.217 -0.582
C 2.370 2.500 -1.884
C -2.581 1.992 -2.078
C 1.385 4.224 5.667
N 1.868 3.697 0.030
H -7.681 0.953 -3.276
H -3.687 4.417 -2.907
H 0.880 4.906 3.713
C -0.801 1.633 2.730
H -2.380 4.901 -3.981
N 1.952 2.510 -0.668
H 3.146 -4.994 0.626
C 2.111 1.241 -2.601
C -2.910 4.039 -3.574
H -1.248 -1.806 2.600
H 2.024 -6.053 3.687
C 1.868 3.180 6.446
C 4.075 -2.505 0.069
C -6.804 0.092 -0.870
H 3.123 -6.462 2.360
C -1.935 1.132 -1.206
C 2.214 1.973 5.852
N -0.853 -0.288 1.215
H -0.936 4.230 2.381
H -1.151 -6.162 1.672
C 1.208 -4.709 1.443
H -2.311 0.119 2.710
H -1.382 2.289 3.375
C 2.054 -0.191 -4.501
H 3.659 4.210 -1.848